No. 1
Entry from the Open Molecules 2025 dataset: a molecular structure, C12H27Cl2LaN2OP2 in a non-equilibrium geometry (ωB97M-V/def2-TZVPD).

Values from the calculation:
Net charge: +2
HOMO energy (alpha / beta): -0.551 / -0.538 hartree
Energy relative to the best compared isomer or geometry (same formula, charge and spin): 107.1 kcal per mole

Last column: Löwdin charge in e.
Atoms and positions in Å:
C -1.455 -0.044 -2.908  -0.078
C -1.850 -0.284 -1.557  -0.391
H -2.392 0.214 -3.469  0.132
H -0.896 -0.954 -3.282  0.117
H -0.719 0.826 -2.984  0.063
O -2.683 -0.602 -0.739  0.069
Cl 1.810 -0.142 -2.024  -0.192
La 0.080 0.018 0.302  1.168
P 0.314 -2.694 0.101  0.705
C -0.905 -3.278 1.311  -0.207
C 0.034 -3.321 -1.562  -0.215
H 0.279 -4.378 -1.370  0.077
H 2.148 -3.988 0.495  0.075
H 0.719 -2.784 -2.249  0.039
H 2.690 -2.268 0.098  0.051
H -1.922 -2.954 1.003  0.071
H -1.019 -3.121 -1.847  0.068
C 2.010 -2.916 0.684  -0.237
H -0.727 -4.362 1.224  0.077
H 2.086 -2.617 1.745  0.048
H -0.696 -2.860 2.317  0.050
P 0.070 2.718 -0.165  0.677
C -1.107 3.233 1.118  -0.233
C 1.750 3.168 0.317  -0.259
H 0.333 2.825 -2.525  0.068
H -0.312 4.354 -1.635  0.074
H -1.422 2.892 -2.024  0.065
C -0.398 3.268 -1.814  -0.221
H 2.469 2.458 -0.136  0.044
H 1.841 4.185 -0.080  0.070
H -1.040 4.322 0.999  0.072
H -0.777 2.879 2.114  0.067
H 1.847 3.079 1.413  0.042
H -2.117 2.821 0.921  0.051
Cl 2.155 0.313 1.984  -0.098
C -3.965 0.776 4.577  0.005
N -2.802 0.332 3.853  -0.105
C -1.680 -0.296 4.428  0.008
C -0.811 -0.509 3.421  -0.170
N -1.381 -0.029 2.232  -0.183
C -2.590 0.493 2.533  -0.128
H -4.436 -0.080 5.069  0.111
H -3.665 1.485 5.355  0.111
H -4.678 1.249 3.896  0.105
H -1.626 -0.522 5.464  0.135
H 0.189 -0.914 3.388  0.058
H -3.278 0.952 1.819  0.145

No. 2
Entry from the Open Molecules 2025 dataset: 2 unconnected molecules or ions with the total composition C12H27Cl2O3SSi in a non-equilibrium geometry (ωB97M-V/def2-TZVPD).

Values from the calculation:
Net charge: +1
HOMO energy: -0.457 hartree

Last column: Löwdin charge in e.
Atoms and positions in Å:
C 3.430 -2.179 1.836  -0.103
C 3.600 -2.028 0.210  -0.212
O 2.623 -1.127 -0.432  -0.132
C 2.693 0.241 0.105  -0.239
O 3.482 1.140 -0.535  -0.014
C 1.841 0.801 1.409  -0.114
C 1.434 2.395 1.295  -0.210
C 0.325 2.731 0.133  -0.357
S -1.102 1.492 0.048  1.023
C -0.796 0.233 -1.299  -0.326
C -1.928 -0.992 -1.359  -0.264
O -3.307 -0.548 -1.310  -0.263
Si -4.187 -0.867 0.133  0.452
C -5.960 -1.520 -0.403  -0.205
C -4.547 0.856 1.005  -0.224
C -3.420 -1.997 1.461  -0.214
H 4.067 -1.398 2.430  0.085
H 2.276 -2.065 2.108  0.090
H 3.765 -3.278 2.117  0.100
H 3.394 -3.110 -0.246  0.147
H 4.720 -1.773 -0.055  0.146
H 2.592 0.722 2.333  0.148
H 0.917 0.097 1.575  0.109
H 2.452 2.970 1.060  0.147
H 1.074 2.820 2.343  0.138
H 0.840 2.852 -0.926  0.129
H -0.149 3.785 0.383  0.123
H -2.200 2.270 -0.430  0.061
H 0.235 -0.322 -1.107  0.111
H -0.686 0.756 -2.355  0.132
H -1.595 -1.809 -0.599  0.117
H -1.764 -1.476 -2.439  0.162
H -6.381 -2.339 0.319  0.050
H -6.718 -0.610 -0.414  0.052
H -5.933 -1.978 -1.504  0.059
H -3.727 0.956 1.836  0.032
H -5.660 0.897 1.435  0.073
H -4.460 1.698 0.196  0.032
H -3.573 -3.143 1.271  0.065
H -3.826 -1.767 2.560  0.081
H -2.255 -1.740 1.520  0.042
C 5.576 1.746 -3.070  -1.044
Cl 7.307 2.047 -2.878  0.505
Cl 5.281 0.443 -4.228  0.495
H 5.154 1.464 -2.102  -0.014
H 5.094 2.658 -3.430  0.029

No. 3
Entry from the Open Molecules 2025 dataset: a molecular structure, C12H27ClGaIN2OP2 in a non-equilibrium geometry (ωB97M-V/def2-TZVPD).

Values from the calculation:
Net charge: +2
HOMO energy (alpha / beta): -0.544 / -0.543 hartree
Energy relative to the best compared isomer or geometry (same formula, charge and spin): 80.5 kcal per mole

Last column: Löwdin charge in e.
Atoms and positions in Å:
C -1.129 0.135 -1.847  -0.058
C -1.374 -0.256 -0.391  -0.550
H -1.187 -0.773 -2.485  0.121
H -0.157 0.589 -2.157  0.011
H -1.937 0.789 -2.149  0.068
O -0.978 -1.377 -0.010  -0.020
I 0.361 1.058 1.958  0.805
Ga -0.474 3.551 -0.630  0.321
P -2.425 0.918 0.573  0.758
C -2.505 -0.612 1.619  -0.249
C -3.231 2.010 1.903  -0.157
H -4.109 1.485 2.319  0.084
H -4.877 0.537 0.310  0.076
H -3.538 2.973 1.497  0.060
H -4.218 1.466 -1.053  0.067
H -2.192 -0.401 2.619  0.025
H -2.481 2.134 2.696  0.034
C -4.001 0.634 -0.356  -0.201
H -3.488 -1.070 1.570  0.082
H -3.962 -0.280 -0.975  0.078
H -1.812 -1.357 1.187  0.004
P 1.787 1.659 -1.197  0.726
C 3.049 0.393 -0.708  -0.243
C 1.986 1.541 -3.031  -0.249
H 2.161 4.073 -1.276  0.028
H 3.705 3.117 -1.110  0.066
H 2.583 3.323 0.318  0.050
C 2.671 3.238 -0.783  -0.286
H 1.334 2.274 -3.532  0.060
H 3.008 1.709 -3.398  0.078
H 4.079 0.745 -0.848  0.077
H 2.934 -0.520 -1.306  0.042
H 1.668 0.547 -3.372  0.053
H 2.925 0.096 0.340  0.013
Cl -1.376 5.444 -0.979  0.148
C 2.021 -4.627 0.370  -0.013
N 1.643 -3.450 1.085  -0.102
C 1.135 -3.368 2.412  0.027
C 0.641 -2.070 2.530  -0.155
N 1.013 -1.369 1.382  -0.173
C 1.494 -2.227 0.513  -0.168
H 2.852 -4.466 -0.316  0.101
H 2.236 -5.446 1.062  0.110
H 1.195 -4.937 -0.281  0.106
H 1.165 -4.195 3.116  0.135
H 0.041 -1.653 3.314  0.082
H 1.760 -1.989 -0.503  0.126

Among the records above, which one has the lowest net charge?
C12H27Cl2O3SSi

Which value of net charge does entry 2 give?
+1